60
Properties=species:S:1:pos:R:3:forces:R:3 method="wB97M-V/def2-TZVPD" e_above_lowest_kcal_mol=83.26
H 0.530013 -0.726703 -2.188041 0.195 0.338 1.025
H -0.158135 2.678179 2.476366 -0.702 -0.133 0.252
H -2.677214 2.125488 -1.008113 -0.130 0.761 -0.108
H -0.761158 -2.497252 2.394019 -0.113 -0.018 -0.535
H -1.696230 -0.397886 -3.287032 1.111 0.483 -0.548
O -3.204615 1.725726 -1.711395 0.068 -0.100 0.315
H 1.540675 -0.196527 4.050847 -0.147 0.325 0.448
H 0.442919 -3.176846 1.473459 -0.988 -0.015 -0.442
O -3.660386 1.208539 1.234547 -0.810 -0.034 -0.058
O 3.485710 -0.805229 0.618402 0.178 -1.043 -0.245
O 1.802965 1.084752 -2.482852 0.727 -0.218 -0.086
H -2.129152 -1.868273 -2.846797 0.593 -1.175 -0.595
H -3.168176 0.837952 -1.342768 -0.862 -0.204 -0.522
H 0.853567 1.128736 -2.334796 -0.152 0.170 -0.365
H -2.890774 -1.611017 -0.004496 -0.072 -0.088 -0.492
O -0.606331 -4.178019 -0.358634 0.693 -0.477 -0.018
O 1.872069 3.515743 -1.905918 -0.041 1.067 0.139
C -0.119402 1.592735 2.315420 0.715 1.525 0.723
H 2.510531 -2.977048 -2.038702 0.276 0.201 -0.246
H 1.427163 -1.194055 2.944791 -0.155 -0.227 0.139
H 0.950397 1.477883 2.532183 0.163 -0.580 -0.941
O 3.597945 1.716854 1.719641 -0.144 0.005 -0.560
H -0.198425 -4.989979 -0.030140 -0.421 -0.137 0.243
H -0.611516 1.062816 3.124396 -0.363 0.079 -0.162
H 2.877951 -1.099366 1.297939 -0.628 0.356 0.461
H 0.097857 -3.889210 -0.956574 -0.057 0.298 -0.135
H 0.484651 2.959025 0.212698 -0.142 0.341 0.270
H -0.011438 -2.156805 -1.365377 0.067 -0.471 -0.425
N -1.912462 -1.487551 0.192123 -0.604 0.423 0.529
H 4.195925 -1.434837 0.809677 0.333 0.314 -0.384
H 1.986010 0.392200 -3.117395 -0.249 -0.198 -0.140
H 2.519808 2.908843 -1.551596 0.080 -0.278 0.186
H -3.185970 0.387375 1.066271 0.431 0.171 0.230
H -1.514887 -2.381135 0.434415 0.301 -0.063 -0.457
H 2.066605 3.496090 -2.845208 -0.103 -0.034 -0.092
H 0.685267 0.521252 -0.391688 -0.146 0.248 0.081
H -0.549126 2.331851 -0.946069 -0.565 -0.312 -0.041
H -0.760351 2.791679 -4.035665 -0.037 0.026 0.021
H 2.283132 -2.035428 -0.815116 0.336 0.139 -0.158
H -3.062919 1.795647 1.703488 0.376 -0.258 -0.064
O 2.045573 -0.547714 3.323089 0.177 -0.542 -0.619
O 0.136526 -2.828665 2.309800 1.496 0.102 1.151
H -2.349355 -0.933324 3.871819 -0.721 0.074 0.084
H -2.061107 2.314436 -3.339454 -0.025 -0.109 0.234
C -1.191436 -1.348516 -3.093560 -0.891 -0.074 2.010
O -1.097861 2.269086 -3.302488 0.348 -0.015 -0.241
H -1.831578 0.205566 -0.926840 0.135 0.019 -0.719
O 2.100451 -2.910764 -1.179789 -0.255 -0.536 0.505
H 3.072456 0.940794 1.928998 -0.181 -0.075 0.861
H 0.480870 -0.590233 0.792627 -0.644 0.104 1.203
O -1.537125 -0.911854 3.381730 0.760 -0.304 -0.276
N -0.650834 1.342806 0.990256 0.007 -0.571 -0.395
C -0.111267 0.177253 0.292712 0.460 0.054 -2.448
C -1.151861 -0.579793 -0.664545 2.152 0.556 2.255
C -0.530236 2.554999 0.117435 0.998 -0.817 0.487
H -1.717820 -0.628720 2.471379 -0.339 -0.012 0.069
H -0.506634 -1.720775 -3.847180 -0.846 -0.208 -0.660
H -1.276971 3.307288 0.359790 -0.028 0.055 0.140
H 3.772293 1.466551 0.803784 0.379 0.417 -0.045
C -0.342608 -1.236339 -1.798917 -1.996 0.676 -0.834

61
Properties=species:S:1:pos:R:3:forces:R:3 method="wB97M-V/def2-TZVPD" charge=+1 spin_multiplicity=2
O 0.762522 4.498373 -1.052569 0.058 0.571 -0.800
H 2.315036 -1.697258 -3.670788 0.030 0.581 0.320
H 2.888623 -1.119375 2.496511 0.018 0.252 0.158
H 0.453232 0.301878 0.008108 0.204 0.015 0.026
H -1.509094 -3.398313 1.262401 -0.336 -0.473 -0.027
O 2.016883 2.703374 1.204400 0.871 0.343 -0.157
H -0.380311 -3.580296 2.208378 0.180 -0.041 0.442
H -0.639359 0.770410 2.742492 0.800 0.175 0.449
H -1.107053 -0.050355 -1.457613 0.725 0.343 0.178
H 0.056062 -2.557579 0.179945 0.119 0.276 -0.645
H -2.469461 1.186258 1.455960 0.719 -0.648 -0.125
H 2.348235 0.509470 1.999910 0.121 0.399 0.141
N -0.342231 1.101842 1.821475 -3.216 -3.391 -2.134
H 1.626682 1.586223 3.550917 -0.158 -0.860 -0.360
H -1.194139 -1.308090 -2.395209 -0.337 0.495 0.504
H -0.944859 -0.522293 0.660618 0.244 0.417 -0.054
C 0.025756 -0.090186 0.936138 1.247 0.545 0.368
C 2.359316 -0.532749 1.742681 0.008 -1.255 0.246
H -1.402890 0.855497 -3.738713 -0.307 -0.423 0.126
H 2.445372 2.631349 -0.536673 0.122 0.599 -0.743
H -1.814055 -1.592996 1.854922 -0.247 0.125 0.851
H 2.192347 3.346536 1.918334 -0.473 -0.468 -0.227
H -1.354233 -3.304311 -1.722164 0.646 -0.551 -0.261
H -0.564243 2.126800 -0.658230 0.250 0.345 0.244
H 2.966718 2.154027 3.976943 0.403 -0.183 0.102
O -1.649498 -0.438319 -2.130493 -0.794 -0.513 -0.314
O -3.416310 -1.550696 -0.433398 -0.306 0.158 0.416
O -2.129824 -3.782280 -0.323782 0.210 0.219 0.448
H -2.527446 -2.867496 -0.426387 -0.632 -0.399 0.283
H 2.946798 -0.683123 0.837702 -0.079 0.377 -0.157
C 0.951506 -1.137795 1.555426 0.958 0.878 -0.870
O 0.957308 0.915390 -2.317119 0.037 1.098 -0.735
H 1.018301 4.157704 -0.206725 0.178 -0.062 0.743
H 0.588220 -1.535341 2.500351 -0.336 0.260 0.045
H 0.581177 1.111016 -3.217150 -0.285 -0.999 0.593
O 2.725095 2.877160 -1.455684 0.978 -1.090 0.978
C -1.448635 2.401410 -0.077526 -0.204 -0.739 -0.702
H 1.087474 2.511969 1.139578 -0.560 0.247 0.396
C 1.042406 -2.257964 0.524789 0.134 -1.373 0.426
H 1.573538 1.666542 -2.255058 0.286 0.025 0.591
H -1.570282 3.474716 -0.006428 0.275 0.169 -0.010
H 1.426950 -3.196224 0.942120 0.029 0.155 0.560
O -2.275487 -0.738551 2.057867 -0.387 -0.708 0.444
H -1.695335 2.474931 2.103728 -0.247 0.465 -0.525
O 1.734114 -1.551221 -2.915990 -0.234 -1.619 0.083
H 3.637498 2.536310 -1.423083 -0.217 0.318 -0.508
H -3.074106 -1.038853 -1.188901 0.267 0.217 -0.186
H 1.785642 -0.676864 -2.519781 0.119 0.627 -0.580
H 1.630096 4.575504 -1.496722 -0.690 -0.053 0.097
O -1.274589 -3.228462 2.200132 -0.027 0.088 -0.386
H 1.782567 -2.114249 -0.261291 -0.537 0.637 -0.396
H -2.917881 -0.991305 2.729701 -0.168 -0.107 0.130
H -3.314118 -0.994562 0.357461 -0.079 -0.198 -0.334
C -1.527791 1.743708 1.280899 0.777 2.823 1.682
O 2.025587 2.316766 3.993645 -0.134 1.098 0.542
O -0.785351 0.572415 -4.414385 0.548 0.108 -0.872
H -2.246069 2.046854 -0.731348 -0.254 -0.004 0.152
H 0.112736 -3.037337 -2.398205 -0.755 0.141 0.144
O -0.843805 -2.827756 -2.399339 0.668 0.061 -0.636
H -2.827473 -4.353654 0.014061 -0.161 -0.068 -0.300
H -0.817872 -0.398575 -4.426844 -0.069 0.574 0.134

63
Properties=species:S:1:pos:R:3:forces:R:3 method="wB97M-V/def2-TZVPD" e_above_lowest_kcal_mol=114.54
C 0.932373 1.883582 -2.458273 1.821 -2.185 0.483
H 4.003478 -0.319551 2.125152 0.110 0.821 0.885
H 2.333442 1.428167 0.197053 0.727 -1.422 0.726
O 3.655316 -1.127376 2.515486 0.917 0.499 -0.856
N 0.362990 2.819320 -0.194736 0.697 0.459 0.652
H -1.426930 -1.156265 -0.602611 0.772 0.037 -0.035
H 2.854396 -3.442661 -1.655200 0.061 -0.695 -0.095
O -2.357893 -1.051402 -0.761881 0.354 -1.883 -1.019
H 3.671406 -1.581918 1.650085 -0.510 -1.170 0.173
O -2.742809 1.525302 -0.034737 -3.202 -0.151 -0.419
H 1.172541 -0.134835 3.010363 -0.312 -0.013 -0.246
H 0.711766 2.867636 -2.719075 -0.450 1.820 -0.460
O 3.349749 -2.747703 -2.082360 -1.092 0.626 -1.651
H 3.720366 2.485909 0.559480 -0.675 0.583 -1.114
C 0.390316 1.645524 -1.017273 -0.766 0.480 -2.067
O -2.862416 -0.265274 2.293912 -1.123 0.802 2.912
H -3.841483 0.540727 -0.948085 -2.745 -1.196 -2.493
H 0.949737 3.209976 1.657741 1.450 0.594 -0.699
H -1.563039 1.149143 -4.741240 1.098 0.742 0.889
H 0.854083 -0.081272 -3.225288 -0.800 0.376 -0.507
C 1.516201 3.226123 0.666934 -0.692 0.197 2.186
H 2.905098 2.160666 1.886223 -0.800 -1.321 0.445
H -0.781898 -1.237791 -3.522065 -0.872 1.004 -0.757
H 0.177149 -2.180605 1.559404 0.198 0.361 -0.009
H -1.720442 1.380755 -2.911352 0.538 -0.976 -1.426
H -0.370500 1.087098 1.586379 -0.134 -0.212 -0.250
H 4.225650 -2.759841 -1.740146 1.006 -0.276 0.511
O -1.392368 3.135820 2.371859 -0.465 -0.035 -0.730
C 0.368394 0.891171 -3.483719 0.167 0.513 -2.062
H 0.122876 -4.170600 -0.060050 0.859 0.622 -0.589
C -1.161431 0.806258 -3.753700 -1.058 -0.233 1.461
H -4.457540 -0.834747 -1.462259 0.017 0.116 -0.103
H -1.843034 1.801543 -0.054269 1.072 0.073 1.297
H 0.638690 -2.483772 2.985910 -0.508 -0.042 -1.176
H -1.397193 -2.933372 2.549228 -1.074 0.051 0.377
H 2.735577 -2.369405 -0.417259 0.466 0.476 -0.296
H -2.583260 -0.469254 -0.066150 -0.419 1.174 1.160
H 2.068878 1.768878 -2.521328 -1.319 0.319 0.244
H -3.276964 1.321250 0.769187 1.749 0.575 -0.332
H -0.058891 3.621346 -0.618844 0.027 0.214 -0.543
H -2.205063 -0.771350 -3.037582 -0.455 0.003 -0.292
O -0.554199 0.195863 1.236738 0.445 -0.161 0.728
H -0.664716 1.394021 -1.256906 0.545 -0.295 0.540
H -1.341409 3.502046 1.465485 0.331 -0.195 0.553
O 0.598670 -3.537865 -0.655647 -0.975 -0.605 0.695
H 2.346532 -2.873115 0.913901 1.674 0.012 -0.517
H 2.209373 -1.132906 3.511806 -1.630 0.319 -0.278
O -4.638712 0.110006 -1.520629 2.183 1.376 1.992
H 0.646364 1.173278 -4.543048 0.990 -0.315 1.278
N -1.578227 -0.612833 -3.823965 0.739 -1.352 1.658
H -1.263469 -0.150416 1.831542 0.268 0.360 -0.388
O -2.406034 -2.894441 2.653867 1.124 0.111 0.167
H 0.815554 0.828380 -0.442940 -0.075 -0.182 -0.498
H -2.950656 0.100962 3.248200 0.220 -0.819 -2.335
H -2.255394 2.697785 2.330576 0.180 0.131 0.297
O 0.245014 -2.919485 2.170994 0.218 -0.441 0.691
H -2.685283 -3.215037 1.804381 -0.497 -0.447 -0.619
H 1.947296 4.237720 0.525314 -0.791 -0.365 -0.436
H -3.114253 -1.210044 2.431404 0.534 0.093 -0.089
H -0.108807 -2.916668 -0.867834 0.128 -0.025 -0.318
O 1.206418 -0.973265 3.478144 1.912 0.032 1.080
C 2.684271 2.219160 0.828488 0.156 1.408 -0.313
O 3.184323 -2.660333 0.385201 -2.314 -0.365 1.935

63
Properties=species:S:1:pos:R:3:forces:R:3 method="wB97M-V/def2-TZVPD" e_above_lowest_kcal_mol=49.36
H -1.928026 0.410292 -4.304628 -0.030 0.081 -0.115
O 0.109129 2.453992 3.814123 0.718 -0.078 -0.405
O 2.118394 -1.664256 2.863109 0.459 0.487 0.886
N -2.071975 -0.481237 0.225329 -0.424 -0.906 -0.800
H 2.006147 0.805731 -0.035758 -0.017 0.226 0.207
H 1.109410 -2.864662 0.651780 0.434 -0.219 0.031
N 1.247127 1.483547 -0.085200 0.339 -0.579 0.350
O 2.272919 0.960360 3.503958 1.264 -0.804 0.092
H 1.674832 -1.977321 -2.626270 -0.102 -0.221 -0.097
H -3.500116 1.010401 0.602381 0.688 0.064 -0.166
C -1.852887 -1.637824 -0.681347 0.552 0.543 1.296
H -0.564674 -0.352810 4.944107 -0.051 -0.087 -0.027
C -3.165926 0.347421 -0.220789 -2.447 -0.653 0.985
H 4.407829 -2.234530 -0.014459 0.075 0.095 -0.034
H -1.907153 2.857528 -0.305223 -0.154 -0.619 0.410
O -0.277397 -0.171750 4.042866 -0.025 0.109 0.444
H -2.752346 -2.243303 -0.734038 -0.237 0.110 -0.144
O 0.074637 1.986763 -3.642670 -0.696 -0.512 -0.284
O 1.591054 -2.720046 -0.181232 -0.986 0.043 -0.090
H 0.878475 -2.524667 -0.819471 0.375 -0.027 -0.086
H 0.426057 -0.162968 -0.936876 -0.910 0.935 -0.236
H 3.755768 -0.543332 -1.776920 -0.426 -0.104 -0.239
H 0.632954 2.678697 -4.002401 0.218 0.028 0.182
O 3.902980 -1.443807 -0.235584 0.015 -0.172 -0.009
H -1.104411 -2.240666 -0.144713 -0.028 -0.053 -0.551
H -2.256317 3.028658 -1.999161 0.619 0.773 -0.437
H 0.987029 2.010954 3.646213 -0.295 0.518 0.247
H 0.684763 -0.988641 -3.017897 -0.351 0.021 0.055
H -0.016198 2.997555 3.027991 -0.236 0.006 0.155
H 2.574592 -1.734271 2.013969 -0.674 -0.372 0.036
H 3.385467 0.623000 -2.661686 -0.339 0.082 -0.294
H -0.602451 -3.298447 2.134405 0.679 0.476 -0.836
H 2.157881 0.014066 3.741154 -0.816 0.199 -0.286
H -0.236596 0.809577 3.995486 -0.294 -0.209 -0.162
C -2.633004 2.632522 -1.075403 -1.100 -0.477 -2.551
H -2.400281 0.684047 -2.213877 -0.183 0.396 0.087
H 1.230007 1.964629 0.802987 -0.196 -0.049 0.252
H 0.261556 1.975025 -2.700616 0.309 0.198 -0.017
H -2.264306 -1.637439 1.870154 0.257 0.549 0.102
C 0.009217 0.730041 -0.404928 0.931 -0.476 0.153
O 0.342184 -3.605474 2.244315 -2.044 -0.163 0.946
C -3.079698 1.194017 -1.517938 0.967 -0.552 2.236
H 2.041388 4.024118 -1.865480 0.161 0.087 -0.424
H -0.576416 1.418542 -0.999302 -0.286 -0.478 -0.465
H 2.107364 2.623444 -1.387955 -0.252 -0.409 -0.287
O -1.685334 -1.887066 2.608744 -0.358 -0.736 0.348
C -0.878971 0.143647 0.719885 1.519 -0.042 -0.100
H -1.234168 -1.092202 2.976769 -0.350 -0.321 -0.156
H -1.507457 -1.363693 -1.679309 -0.020 -0.176 0.022
O 2.235110 3.142623 -2.212446 0.078 0.404 0.678
O 3.073126 -0.258204 -2.424240 0.700 0.289 0.277
H 0.138537 -3.762661 3.184283 1.099 -0.515 0.052
H 1.268019 -2.140466 2.927687 0.768 0.083 -0.998
O 0.709026 -1.891110 -2.667020 0.498 0.262 -0.300
H 3.164828 0.856633 3.134151 -0.250 0.767 -0.057
H -3.568792 3.161714 -0.973115 -0.089 0.469 0.797
H -0.255093 -0.604101 1.274250 -0.484 0.501 -0.507
H -1.617460 -1.018222 -4.673980 -0.080 -0.115 -0.061
H 3.033598 -1.804891 -0.527186 0.221 -0.022 0.702
H -1.168671 0.877292 1.464157 -0.070 0.449 0.095
H -4.077782 1.214573 -1.951803 0.140 0.251 -0.192
H -4.066344 -0.350991 -0.171210 0.955 0.556 -0.850
O -2.361154 -0.420353 -4.542121 0.264 0.091 0.141

Number 1: DFT total energy -34419.7661 eV. Number 2: DFT total energy -34986.9321 eV. Number 3: DFT total energy -36498.8268 eV. Number 4: DFT total energy -36501.6529 eV.